## 1
One molecule with the formula C2H6P2, computed with the ωB97M-V functional and the def2-TZVPD basis.

Cartesian coordinates (Å):
C1 -0.515 -0.775 0.164
C2 0.861 -0.756 0.100
P1 -2.062 0.520 0.088
P2 1.973 0.791 -0.188
H1 -1.689 1.684 -0.694
H2 -0.911 -1.708 0.077
H3 1.533 -1.676 0.240
H4 -2.512 -0.406 -0.893
H5 2.494 0.589 1.043
H6 0.827 1.737 0.063

Summary:
**Lowest unoccupied orbital energy**: 0.03413 hartree
**Net charge**: 0

## 2
A 2-piece molecular cluster, C2H6P2 overall, computed with the ωB97M-V functional and the def2-TZVPD basis.

Cartesian coordinates (Å):
C1 2.013 -0.511 -0.844
C2 -0.893 0.844 0.109
P1 2.734 0.358 0.212
P2 -0.794 -0.991 0.208
H1 -1.882 1.119 0.353
H2 -0.877 1.020 -0.987
H3 -0.115 1.409 0.568
H4 2.018 -1.074 -1.714
H5 -1.967 -1.266 0.636
H6 -0.237 -0.908 1.461

Summary:
**Lowest unoccupied orbital energy**: 0.00589 hartree
**Net charge**: 0

Which of them is the least stable? Correct choice: 2.

## 1
One molecule with the formula C3H3NOS, computed with the ωB97M-V functional and the def2-TZVPD basis.

Cartesian coordinates (Å):
C1 0.281 -0.045 -0.572
C2 -0.893 0.034 0.059
C3 0.565 0.459 1.503
H1 -0.441 -1.011 -2.578
H2 -1.861 -0.113 -0.376
H3 1.060 0.616 2.457
N1 -0.707 0.311 1.367
O1 1.243 0.232 0.353
S1 0.753 -0.483 -2.213

Summary:
**Lowest unoccupied orbital energy**: 0.02278 hartree
**Net charge**: 0

## 2
One molecule with the formula C3H3NOS, computed with the ωB97M-V functional and the def2-TZVPD basis.

Cartesian coordinates (Å):
C1 1.337 -0.405 0.610
C2 1.314 0.627 -0.201
C3 -1.550 0.083 -0.545
N1 -1.656 -0.878 0.234
O1 -0.917 -1.484 1.000
S1 -0.202 1.256 -0.919
H1 2.138 -0.818 1.182
H2 2.109 1.264 -0.315
H3 -2.572 0.354 -1.046

Summary:
**Lowest unoccupied orbital energy (alpha / beta)**: -0.07139 / -0.07140 hartree
**Net charge**: 0

Which of them is the least stable? Correct choice: 2.

## 1
One molecule with the formula C3H3NOS, computed with the ωB97M-V functional and the def2-TZVPD basis.

Cartesian coordinates (Å):
C1 -1.389 0.644 -0.295
C2 -0.642 -0.535 0.107
C3 0.890 -0.463 -0.424
N1 -1.984 1.575 -0.638
O1 -1.011 -1.406 0.825
S1 1.530 0.902 0.753
H1 1.473 -1.373 -0.449
H2 0.696 -0.093 -1.407
H3 0.438 0.748 1.527

Summary:
**Lowest unoccupied orbital energy**: -0.02511 hartree
**Net charge**: 0

## 2
One molecule with the formula C3H3NOS, computed with the ωB97M-V functional and the def2-TZVPD basis.

Cartesian coordinates (Å):
C1 0.601 -0.051 0.173
C2 -0.312 0.923 -0.083
C3 -1.413 -0.852 -0.142
H1 2.671 0.934 0.632
H2 0.163 1.924 0.075
H3 -2.215 -1.666 -0.259
N1 -1.599 0.365 -0.258
O1 -0.090 -1.225 0.107
S1 2.193 -0.353 -0.246

Summary:
**Lowest unoccupied orbital energy**: 0.00249 hartree
**Net charge**: 0

Which of them is the least stable? Correct choice: 2.

## 1
One molecule with the formula C3H3NOS, computed with the ωB97M-V functional and the def2-TZVPD basis.

Cartesian coordinates (Å):
C1 0.628 -0.356 -0.050
C2 -0.457 0.308 -0.630
C3 -0.821 1.097 0.446
H1 0.615 -2.474 -1.195
H2 -0.764 0.396 -1.637
H3 -1.707 1.795 0.459
N1 -0.141 0.981 1.592
O1 0.946 0.139 1.280
S1 1.700 -1.886 -0.264

Summary:
**Lowest unoccupied orbital energy**: 0.00849 hartree
**Net charge**: 0

## 2
A 2-piece molecular cluster, C3H3NOS overall, computed with the ωB97M-V functional and the def2-TZVPD basis.

Cartesian coordinates (Å):
C1 -0.260 0.599 1.122
C2 0.147 1.545 0.317
C3 0.386 -0.649 -0.986
N1 -0.729 -0.372 1.692
O1 0.590 2.552 -0.083
S1 -0.864 -1.698 -0.847
H1 0.307 0.150 -1.718
H2 1.373 -0.889 -0.629
H3 -0.949 -1.238 1.133

Summary:
**Lowest unoccupied orbital energy (alpha / beta)**: -0.06354 / -0.06360 hartree
**Net charge**: 0

Which of them is the least stable? Correct choice: 2.

## 1
One molecule with the formula C5H12NO, computed with the ωB97M-V functional and the def2-TZVPD basis.

Cartesian coordinates (Å):
C1 1.034 -1.048 -2.415
C2 0.711 -0.703 -0.962
N1 -0.483 0.087 -0.722
C3 0.710 0.615 1.503
C4 -0.540 0.838 0.609
C5 -1.811 0.608 1.453
O1 -1.904 1.533 2.439
H1 1.090 -0.096 -2.955
H2 0.258 -1.500 -3.043
H3 1.861 -1.726 -2.558
H4 1.547 -0.040 -0.687
H5 0.672 -1.652 -0.426
H6 -1.282 -0.498 -0.481
H7 0.374 0.933 2.483
H8 0.945 -0.445 1.441
H9 1.662 1.090 1.271
H10 -0.556 1.919 0.377
H11 -2.647 0.540 0.757
H12 -1.640 -0.453 1.915

Summary:
**Lowest unoccupied orbital energy (alpha / beta)**: 0.03567 / -0.06812 hartree
**Net charge**: 0
**Spin multiplicity**: 2

## 2
A 3-piece molecular cluster, C5H12NO overall, computed with the ωB97M-V functional and the def2-TZVPD basis.

Cartesian coordinates (Å):
C1 -3.128 0.753 0.001
N1 -2.393 -0.508 -0.162
C2 0.095 0.063 -0.061
C3 0.554 -0.792 -1.015
C4 2.513 -0.237 -0.335
O1 2.750 0.907 0.097
C5 0.211 -0.198 1.419
H1 -2.720 1.233 0.913
H2 -3.011 1.502 -0.811
H3 -4.196 0.596 0.210
H4 -2.611 -0.654 -1.155
H5 -0.699 0.735 -0.343
H6 0.464 -0.414 -2.030
H7 0.848 -1.822 -0.923
H8 2.889 -0.584 -1.322
H9 2.731 -1.061 0.369
H10 0.272 -1.295 1.505
H11 1.129 0.247 1.809
H12 -0.686 0.128 1.938

Summary:
**Lowest unoccupied orbital energy (alpha / beta)**: 0.01905 / -0.03238 hartree
**Net charge**: 0
**Spin multiplicity**: 2

## 3
A 2-piece molecular cluster, C5H12NO overall, computed with the ωB97M-V functional and the def2-TZVPD basis.

Cartesian coordinates (Å):
C1 -0.912 -0.728 0.258
O1 -0.216 -0.624 -0.908
C2 -2.295 -0.040 0.180
C3 -2.161 1.435 -0.177
H1 -0.342 -0.352 1.128
H2 -1.106 -1.778 0.552
H3 -2.782 -0.163 1.152
H4 -2.841 -0.490 -0.652
H5 -3.092 1.980 -0.047
H6 -1.806 1.507 -1.212
H7 -1.303 1.922 0.310
C4 2.766 -1.259 -0.095
C5 1.898 0.879 0.052
N1 2.610 -0.003 0.620
H8 3.753 -1.692 0.035
H9 2.549 -1.192 -1.170
H10 2.023 -1.954 0.316
H11 1.848 1.831 0.569
H12 1.409 0.720 -0.910

Summary:
**Lowest unoccupied orbital energy (alpha / beta)**: 0.03843 / -0.06404 hartree
**Net charge**: 0
**Spin multiplicity**: 2

Which of them is the least stable? Correct choice: 2.